DFT (wB97M-V/def2-TZVPD) results for a 12-piece molecular cluster, C24H72O24 overall.

Each line ends with the Löwdin charge.
CARTESIAN COORDINATES (ANGSTROEM)
1 O 1.25590 6.08223 2.19797  -0.04
2 C 0.17578 5.33025 1.91349  -0.28
3 C 0.04576 4.02229 2.76114  -0.20
4 O -0.18675 4.45375 4.10289  -0.09
5 H 1.58300 5.83446 3.06584  0.08
6 H -0.65002 6.02359 2.07298  0.12
7 H 0.21124 5.04870 0.86108  0.10
8 H 0.88575 3.36047 2.97215  0.10
9 H -0.79076 3.40240 2.43852  0.09
10 H 0.60523 4.44535 4.64539  0.08
11 O 5.52683 -3.07353 -1.94128  -0.08
12 C 4.43716 -3.46927 -1.12855  -0.22
13 C 3.50017 -2.34848 -0.61668  -0.20
14 O 2.54632 -2.00059 -1.62532  -0.09
15 H 5.71767 -3.65784 -2.67869  0.08
16 H 3.79810 -4.08762 -1.75891  0.11
17 H 4.96668 -4.04290 -0.36784  0.11
18 H 3.96125 -1.38205 -0.41287  0.12
19 H 2.89557 -2.60836 0.25223  0.10
20 H 1.98394 -1.29164 -1.30483  0.01
21 O 3.12307 -0.29602 -5.53478  -0.07
22 C 1.66801 -0.25058 -5.25529  -0.21
23 C 0.96080 -1.21866 -6.14212  -0.25
24 O 0.70791 -0.50425 -7.34445  -0.06
25 H 3.49737 0.56840 -5.34964  0.07
26 H 1.56566 -0.61473 -4.23302  0.10
27 H 1.19648 0.73209 -5.26648  0.11
28 H -0.01313 -1.51263 -5.75076  0.10
29 H 1.51958 -2.15237 -6.20566  0.12
30 H 1.49589 0.01331 -7.52564  0.08
31 O 0.38274 -0.28665 -1.52845  -0.11
32 C 0.50799 -0.29889 -0.00858  -0.10
33 C -0.50771 0.80910 0.47960  -0.22
34 O 0.00239 2.09681 0.23902  -0.05
35 H 0.18737 0.64167 -1.67559  0.05
36 H 0.24507 -1.30598 0.31507  0.11
37 H 1.48935 -0.16130 0.44543  0.11
38 H -0.79633 0.81458 1.53068  0.10
39 H -1.48290 0.63137 0.02625  0.12
40 H -0.17796 2.34442 -0.67080  0.05
41 O 3.02665 2.50807 4.44482  -0.07
42 C 3.18028 1.14177 4.83769  -0.20
43 C 2.44653 0.29655 3.73259  -0.21
44 O 3.36321 0.20035 2.65155  -0.08
45 H 3.17914 2.59835 3.50132  0.08
46 H 4.19705 0.74898 4.83925  0.10
47 H 2.99939 1.04205 5.90793  0.12
48 H 1.52473 0.77186 3.39724  0.10
49 H 2.39998 -0.72047 4.12195  0.11
50 H 4.23678 0.13945 3.04495  0.07
51 O -4.14669 4.02996 1.39295  -0.08
52 C -4.20387 2.59848 1.78169  -0.18
53 C -5.40148 1.84520 1.33625  -0.22
54 O -6.70956 2.39915 1.81401  -0.08
55 H -4.77856 4.59256 1.84662  0.10
56 H -3.30729 2.07986 1.44217  0.12
57 H -4.36870 2.45669 2.84979  0.12
58 H -5.41454 0.89436 1.86902  0.12
59 H -5.37159 1.64803 0.26465  0.12
60 H -7.29132 2.29608 1.05736  0.07
61 O 0.43561 2.35113 -3.19370  -0.09
62 C 0.72959 3.77505 -2.97507  -0.17
63 C 0.68387 4.50979 -4.33760  -0.26
64 O -0.59348 4.43332 -4.84129  -0.05
65 H -0.51641 2.32276 -3.31388  0.07
66 H 0.09698 4.18947 -2.19010  0.09
67 H 1.72249 3.79865 -2.52595  0.12
68 H 1.39920 4.21801 -5.10653  0.12
69 H 0.99459 5.54825 -4.22283  0.12
70 H -1.23086 5.03026 -4.44255  0.07
71 O 1.10509 -7.19821 -1.40770  -0.08
72 C 0.13062 -6.57422 -0.57431  -0.22
73 C 0.52760 -5.03743 -0.70306  -0.18
74 O -0.48109 -4.38340 0.08046  -0.10
75 H 0.92669 -8.13358 -1.28581  0.08
76 H -0.89785 -6.68122 -0.91914  0.11
77 H 0.25974 -7.04707 0.39927  0.11
78 H 0.42080 -4.95040 -1.78432  0.10
79 H 1.50439 -4.82434 -0.26880  0.11
80 H -0.96259 -3.80763 -0.51808  0.05
81 O -2.10560 4.64988 -0.28345  -0.10
82 C -2.87131 4.28203 -1.43486  -0.18
83 C -3.13200 5.63845 -2.32387  -0.25
84 O -1.93364 6.15783 -2.55999  -0.07
85 H -2.73708 4.65415 0.43962  0.04
86 H -2.37391 3.50301 -2.01263  0.10
87 H -3.83647 3.89499 -1.10810  0.10
88 H -3.67399 6.33314 -1.68220  0.11
89 H -3.62930 5.47116 -3.27927  0.12
90 H -1.44410 6.38384 -1.76572  0.10
91 O 0.31727 -4.47016 4.89004  -0.07
92 C 1.11532 -5.21245 3.97515  -0.23
93 C 1.97334 -4.15766 3.25128  -0.19
94 O 1.06488 -3.40495 2.39679  -0.11
95 H -0.08244 -3.69206 4.49458  0.03
96 H 1.80755 -5.86478 4.50748  0.11
97 H 0.58232 -5.88937 3.30749  0.11
98 H 2.59811 -4.60191 2.47641  0.11
99 H 2.60062 -3.58420 3.93375  0.12
100 H 0.74599 -3.90883 1.64445  0.03
101 O -1.09767 -2.44563 -1.93568  -0.09
102 C -0.86643 -3.10398 -3.23621  -0.18
103 C -1.80980 -4.28709 -3.47683  -0.22
104 O -3.13853 -3.97522 -3.94061  -0.07
105 H -0.40474 -1.78896 -1.83444  0.02
106 H -1.06589 -2.42134 -4.06223  0.10
107 H 0.18385 -3.39365 -3.26952  0.11
108 H -1.94621 -4.97234 -2.64022  0.11
109 H -1.21622 -4.86399 -4.18603  0.11
110 H -3.83662 -4.61686 -4.09081  0.08
111 O -1.65167 -2.43582 4.95333  -0.06
112 C -0.93148 -1.21961 4.61510  -0.23
113 C -1.73877 0.04120 4.62020  -0.22
114 O -0.93628 1.16754 4.18768  -0.09
115 H -2.04767 -2.67749 4.11287  0.09
116 H -0.15596 -1.12197 5.37479  0.13
117 H -0.51220 -1.36457 3.61947  0.11
118 H -2.05773 0.22113 5.64683  0.13
119 H -2.48717 0.04379 3.82773  0.11
120 H -1.12395 1.83534 4.85132  0.08

As for the LUMO energy: 0.2 eV. The energy relative to the best compared isomer or geometry (same formula, charge and spin) comes out at 579.2 kJ/mol. The total energy comes out at -2763.0096 hartree. As for the gap between HOMO and LUMO: 0.3618 Eh.